Here is the molecule C19H23FN4O2 from OMol25. Energies are from wB97M-V/def2-TZVPD.

XYZ file:
```
49
Properties=species:S:1:pos:R:3:nbo_charge:R:1
F 3.5404 -1.0141 -3.1767 -0.33
O -2.4563 -3.4947 0.1181 -0.64
O -1.2151 2.0552 -0.5132 -0.67
N 0.6396 4.0521 2.9725 -0.46
N 0.8856 1.9744 0.2951 -0.60
N -1.5050 -1.9656 -1.2446 -0.45
N -1.1933 3.7487 1.7895 -0.52
C -0.1917 -3.9106 -2.0342 -0.44
C -0.2367 1.4081 -0.1874 0.70
C 1.5366 -3.1977 -0.3587 -0.24
C -2.0729 -1.2647 0.9670 -0.50
C 1.0672 -3.1832 -1.6668 0.01
C -2.0557 -2.3638 -0.0753 0.69
C -1.3424 -2.9265 -2.3145 -0.20
C -1.0829 -0.5973 -1.4074 -0.21
C 2.8842 -1.7387 -2.2442 0.40
C 0.9546 3.4036 0.5754 -0.26
C 2.6713 -2.4887 -0.0013 -0.19
C 0.1658 3.7532 1.7912 0.31
C 1.7578 -2.4440 -2.6201 -0.27
C -0.4460 4.2558 3.7660 -0.11
C -0.6632 -0.6866 1.0908 -0.39
C -0.1819 -0.1146 -0.2600 -0.32
C -3.0333 4.1597 3.4367 -0.64
C -1.6015 4.0676 3.0560 0.10
C 3.3577 -1.7429 -0.9444 -0.31
H -2.4043 -1.6862 1.9159 0.24
H -2.2705 -3.4989 -2.4040 0.23
H -3.5353 4.9370 2.8603 0.22
H -1.9571 0.0673 -1.4459 0.22
H 0.0143 -1.4803 1.4107 0.22
H -0.0354 -4.5200 -2.9259 0.22
H -2.7734 -0.4828 0.6676 0.23
H -1.7667 3.4956 0.9969 0.44
H -3.5438 3.2152 3.2476 0.22
H 1.0058 -3.7740 0.3844 0.22
H -0.3273 4.5246 4.7960 0.20
H 0.8488 -0.4268 -0.4427 0.23
H -0.5482 -0.4991 -2.3529 0.22
H -0.4949 -4.5607 -1.2138 0.24
H -1.1679 -2.3827 -3.2437 0.20
H 3.0249 -2.5138 1.0187 0.22
H 4.2430 -1.1814 -0.6915 0.23
H 0.5433 3.9278 -0.2930 0.22
H 1.6112 1.3897 0.6768 0.40
H 1.4329 -2.4169 -3.6489 0.22
H -0.6503 0.0904 1.8591 0.22
H 1.9957 3.6843 0.7224 0.24
H -3.1178 4.3986 4.4928 0.23
```

As for the energy relative to the best compared isomer or geometry (same formula, charge and spin): 0.000 eV. Its SMILES is Cc1cnc(CNC(=O)[C@H]2CCC(=O)N(CCc3cccc(F)c3)C2)[nH]1. The calculation puts the gap between HOMO and LUMO at 8.94 eV. As for the largest force on an atom: 0.9 eV/Å.

***

Here is a structure of composition C19H23HgN2OS2SeSi from OMol25. Energies are from wB97M-V/def2-TZVPD.

XYZ file:
```
50
Properties=species:S:1:pos:R:3:nbo_charge:R:1
Hg 0.1763 -0.7091 -1.8996 1.34
Se -1.8122 -1.4566 -3.4266 -0.89
S 2.3453 -1.8578 -1.7089 -0.51
S 3.2794 -3.3792 0.7093 0.18
Si -3.6593 -0.5667 -2.5340 1.45
O -0.2157 1.4478 -1.2062 -0.86
N 0.3888 -0.8647 0.4098 -0.49
N 1.2013 -1.8267 0.8286 -0.37
C -0.9658 1.7441 -0.1913 0.38
C 4.0645 -2.2405 1.9322 -0.57
C -3.8395 1.2686 -2.8790 -1.13
C -1.6374 2.9855 -0.2278 -0.34
C -1.1489 0.9266 1.0031 -0.20
C -2.0434 1.4307 1.9786 -0.19
C -0.4534 -0.3004 1.3000 0.13
C -0.6058 -0.9343 2.6542 -0.68
C 4.7584 -1.0740 1.2986 0.07
C -2.7109 2.6432 1.8800 -0.33
C 2.0844 -2.3032 -0.0139 -0.22
C -2.4933 3.4379 0.7653 -0.26
C 6.7462 -0.0721 0.3577 -0.23
C 6.0146 1.0524 -0.0044 -0.24
C 4.6587 1.1129 0.2855 -0.19
C -3.8160 -0.8482 -0.6851 -1.14
C -5.1248 -1.4355 -3.3630 -1.12
C 4.0345 0.0621 0.9393 -0.23
C 6.1175 -1.1276 0.9978 -0.25
H 7.8045 -0.1328 0.1263 0.19
H -3.3857 2.9570 2.6698 0.18
H -0.3013 -0.2575 3.4598 0.19
H 6.6806 -2.0182 1.2547 0.19
H -4.8338 -0.6403 -0.3469 0.21
H -4.8556 1.6108 -2.6686 0.21
H 4.7685 -2.8547 2.4986 0.20
H -1.4618 3.5795 -1.1178 0.19
H -6.0704 -1.0073 -3.0260 0.21
H -3.5633 -1.8771 -0.4279 0.23
H 4.0706 1.9695 -0.0178 0.21
H -2.9911 4.3972 0.6600 0.18
H 0.0047 -1.8324 2.7060 0.24
H -3.1515 1.8383 -2.2579 0.26
H -5.0651 -1.3323 -4.4465 0.22
H -1.6466 -1.2116 2.8503 0.19
H -5.1235 -2.4998 -3.1275 0.22
H -3.1366 -0.1903 -0.1429 0.27
H 2.9713 0.1017 1.1348 0.24
H 3.2708 -1.9061 2.5987 0.23
H -2.2200 0.8392 2.8665 0.18
H 6.4980 1.8721 -0.5227 0.19
H -3.6058 1.4802 -3.9233 0.22
```

As for the energy relative to the best compared isomer or geometry (same formula, charge and spin): 0.171 eV. As for the net charge: -2. The calculation puts the gap between HOMO and LUMO (alpha / beta) at 3.37 / 5.50 eV. As for the largest force on an atom: 0.4 eV/Å. Its multiplicity is 2.

***

Here is a structure of composition C19H23I2N2OOsS3 from OMol25. Energies are from wB97M-V/def2-TZVPD.

XYZ file:
```
51
Properties=species:S:1:pos:R:3:nbo_charge:R:1
Os -7.7045 -9.3853 10.8026 1.14
I -10.3349 -15.6234 14.3746 0.61
I -5.2780 -12.3131 14.2461 0.29
S -5.6562 -9.0262 9.7602 0.47
S -7.8785 -11.5087 9.2161 0.32
S -8.4423 -8.2142 8.2587 0.29
O -7.1648 -10.8954 12.2712 -0.75
N -8.1366 -7.4182 11.5882 -0.55
N -9.4174 -9.5055 11.9605 -0.60
C -7.8819 -11.8577 12.7978 0.45
C -8.7563 -11.0015 7.6738 -0.52
C -10.3008 -8.3322 11.7848 -0.28
C -7.2942 -12.7923 13.6389 -0.18
C -10.1338 -10.8322 11.8552 -0.22
C -7.2228 -6.3576 11.5643 0.04
C -5.4056 -10.3544 8.5459 -0.55
C -6.9183 -7.4676 7.6895 -0.58
C -9.3011 -14.0868 13.6253 -0.17
C -5.7021 -7.6319 8.6537 -0.55
C -7.6171 -5.0588 11.5951 -0.21
C -9.9891 -13.0327 12.9457 -0.16
C -9.2668 -12.0072 12.4874 -0.12
C -9.0296 -4.8259 11.7625 -0.06
C -8.4980 -9.6664 7.0730 -0.52
C -9.9531 -5.8313 11.8853 -0.22
C -9.4204 -7.1544 11.8005 0.25
C -7.9571 -13.9606 13.9890 -0.24
C -6.0654 -11.6491 9.0086 -0.52
H -6.0146 -12.4136 8.2715 0.27
H -11.1018 -8.3089 12.5707 0.26
H -7.5748 -9.5803 6.4206 0.25
H -9.4415 -9.5062 6.5313 0.28
H -10.7955 -8.4561 10.8065 0.25
H -4.7330 -7.7356 8.1761 0.28
H -11.0852 -10.6749 12.4162 0.24
H -10.9885 -5.6662 12.1495 0.27
H -6.1821 -6.6564 11.4883 0.22
H -6.6026 -7.8837 6.7148 0.26
H -7.3521 -14.7201 14.5108 0.28
H -9.0630 -9.4007 12.8750 0.41
H -5.7041 -11.9770 9.9624 0.27
H -6.9180 -4.2941 11.5150 0.27
H -10.3322 -10.8319 10.8102 0.21
H -9.2921 -3.7598 11.8134 0.27
H -7.0238 -6.3979 7.4335 0.29
H -5.6450 -6.7531 9.3868 0.26
H -9.7179 -11.0534 8.1826 0.24
H -8.6559 -11.8607 6.9303 0.30
H -5.7778 -9.9866 7.5822 0.24
H -11.0410 -13.0549 12.8524 0.25
H -4.3112 -10.5629 8.4362 0.29
```

As for the net charge: +3. The calculation puts the gap between HOMO and LUMO (alpha / beta) at 7.54 / 5.07 eV. As for the largest force on an atom: 3.3 eV/Å. Its multiplicity is 5.

***

Here is a structure of composition C19H23I2N4O2RhSe3Te from OMol25. Energies are from wB97M-V/def2-TZVPD.

XYZ file:
```
55
Properties=species:S:1:pos:R:3:nbo_charge:R:1
I -4.7355 4.3121 -0.1167 0.11
I -3.0133 -0.0247 -3.8953 0.13
Te 0.7999 -0.6248 -5.4249 0.53
Rh 1.5368 0.1789 -1.8719 0.91
Se 3.2364 1.3921 -3.2869 -0.29
Se 1.2802 -1.8248 -3.3789 -0.43
Se 2.3048 1.3852 -5.3701 -0.07
O -0.1690 -0.6514 -0.1812 -0.75
O -0.2344 1.0721 -2.9154 -0.84
N -0.4404 -2.6669 0.8331 -0.45
N 1.1204 1.8813 -0.3775 -0.64
N -1.9140 -0.8970 1.2326 -0.44
N 3.0489 -0.1415 -0.1043 -0.47
C 2.3348 2.1099 0.3944 -0.25
C -1.8894 3.5175 -0.7985 -0.22
C 3.8182 -0.6844 2.4922 -0.15
C -1.9029 -2.8149 2.7534 -0.42
C -1.2794 -3.5687 1.5985 -0.20
C 0.5574 3.0761 -1.0309 -0.22
C -2.4188 0.4226 0.8957 -0.42
C 0.5908 -3.2756 0.0175 -0.40
C 3.2754 0.5480 2.1605 -0.24
C -2.6931 -1.6471 2.2041 -0.20
C 3.5798 -1.3188 0.2129 0.07
C -2.5273 1.5331 -2.5974 -0.26
C -1.1520 1.7656 -2.3442 0.42
C -3.2198 3.2476 -1.0813 -0.22
C -0.8711 2.8041 -1.4099 -0.17
C 3.9826 -1.6356 1.5003 -0.26
C -0.8121 -1.3718 0.5923 0.81
C -3.5412 2.2495 -1.9907 -0.26
C 2.9077 0.7889 0.8469 0.23
H 3.0580 2.6044 -0.2616 0.23
H 1.2866 -3.8293 0.6520 0.19
H 3.6822 -2.0262 -0.6021 0.21
H -4.5741 2.0206 -2.2146 0.23
H -3.5093 0.3948 0.8997 0.21
H -2.9761 -0.9661 3.0107 0.20
H 0.1576 -3.9644 -0.7138 0.20
H -2.0572 -4.0134 0.9634 0.19
H 2.1695 2.7644 1.2584 0.19
H 1.1754 3.2970 -1.9054 0.22
H -0.6506 -4.3839 1.9606 0.21
H 0.4051 1.4494 0.2060 0.41
H -2.0947 1.1772 1.6194 0.19
H -2.0848 0.7125 -0.0960 0.26
H 1.1278 -2.4992 -0.5172 0.23
H -2.5552 -3.4669 3.3341 0.22
H 4.1087 -0.8970 3.5127 0.22
H -1.1106 -2.4534 3.4127 0.21
H -3.6221 -1.9983 1.7390 0.19
H 0.5927 3.9372 -0.3527 0.18
H -1.6355 4.2928 -0.0847 0.21
H 3.1360 1.3165 2.9089 0.22
H 4.4104 -2.6052 1.7123 0.23
```

As for the energy relative to the best compared isomer or geometry (same formula, charge and spin): 0.000 eV. The calculation puts the gap between HOMO and LUMO (alpha / beta) at 6.63 / 5.43 eV. As for the largest force on an atom: 0.5 eV/Å. Its multiplicity is 5.

***

Here is a cluster of 2 separate species, C19H23N3O5 in total from OMol25. Energies are from wB97M-V/def2-TZVPD.

XYZ file:
```
50
Properties=species:S:1:pos:R:3:nbo_charge:R:1
O -0.7540 0.4076 3.5453 -0.58
O 3.6964 -2.7955 3.1983 -0.49
O -2.4314 1.7157 2.8849 -0.52
O -4.1840 -1.2174 0.9405 -0.59
O -4.1237 0.9498 1.4641 -0.53
N -4.6439 -0.7200 4.3947 -0.62
N -2.5201 -1.9165 4.0287 -0.60
N -3.3101 -1.3094 6.0488 -0.44
C 4.7656 -1.8207 3.2087 -0.26
C -4.5198 -0.9385 6.7297 -0.20
C -5.4243 -0.4681 5.5761 -0.20
C -3.2452 2.0583 1.7472 0.53
C -2.2027 -2.1599 6.4090 -0.22
C 0.9087 -0.9342 1.6903 -0.12
C -2.3981 2.4231 0.5365 -0.67
C -0.1153 -1.9037 1.8013 -0.08
C 1.5231 -3.5124 2.6058 -0.29
C -3.4664 -1.3191 4.6958 0.59
C -1.5796 -2.4234 5.0247 -0.23
C -4.1446 3.2132 2.1773 -0.63
C -1.4926 -1.6059 1.5268 0.08
C 0.2494 -3.2180 2.1835 -0.14
C 2.2176 -1.2337 2.0195 -0.32
C 2.5180 -2.4978 2.5919 0.36
C -2.0828 -0.3801 1.7035 -0.41
C -3.5123 -0.2741 1.3120 0.78
C -1.6540 0.5838 2.7524 0.79
H -0.5322 -3.9763 2.1782 0.22
H -4.8054 3.4885 1.3505 0.22
H -5.6450 0.5998 5.6573 0.19
H -3.0674 2.7212 -0.2785 0.23
H -1.7753 1.5860 0.2020 0.23
H -6.3714 -1.0148 5.5440 0.19
H -4.7516 2.9098 3.0366 0.23
H 1.7838 -4.4997 2.9797 0.23
H -1.7599 3.2744 0.8027 0.23
H 0.6489 0.0509 1.3054 0.22
H 5.0769 -1.5578 2.1887 0.18
H -4.9679 -1.7822 7.2746 0.18
H -1.3886 -3.4908 4.8506 0.19
H -4.3367 -0.1209 7.4356 0.19
H -4.9695 -0.6225 3.4391 0.43
H 4.4799 -0.9114 3.7553 0.19
H -2.5371 -3.1016 6.8630 0.17
H 2.9956 -0.4753 1.8917 0.22
H -0.6092 -1.8987 4.9411 0.20
H 5.5770 -2.3361 3.7286 0.21
H -2.1618 -2.3971 1.1937 0.25
H -3.5290 4.0724 2.4549 0.22
H -1.5072 -1.6541 7.0849 0.20
```

As for the energy relative to the best compared isomer or geometry (same formula, charge and spin): 3.954 eV. Its SMILES is COc1ccc(C=C2C(=O)OC(C)(C)OC2=O)cc1.C1CN2CCNC2=N1. The calculation puts the gap between HOMO and LUMO at 7.30 eV. As for the largest force on an atom: 1.9 eV/Å.

***

no.,total energy (eV)
1,-32851.30234
2,-124175.35868
3,-76249.17540
4,-252674.63741
5,-34783.34438